{"formula": "C23H44NP3ScSe", "method": "ωB97M-V/def2-TZVPD", "symbols": ["Sc", "P", "P", "P", "H", "C", "C", "H", "C", "C", "C", "C", "C", "C", "C", "C", "C", "H", "H", "H", "H", "H", "H", "H", "H", "H", "H", "H", "H", "H", "H", "H", "H", "H", "H", "H", "H", "H", "H", "H", "H", "H", "H", "H", "H", "H", "C", "C", "C", "C", "C", "C", "Se", "H", "H", "H", "H", "H", "H", "N", "C", "C", "C", "C", "C", "C", "H", "H", "H", "H", "H", "H", "H"], "coordinates": [[0.865, 0.185, 0.843], [0.170, -2.397, -0.343], [2.240, 0.270, -1.410], [-1.630, -0.109, 1.796], [0.666, 2.599, -0.591], [0.356, 2.235, 0.395], [1.183, 2.204, 1.545], [2.270, 2.403, 1.507], [-0.983, -2.449, -1.779], [1.518, -3.456, -1.009], [-0.624, -3.681, 0.709], [2.617, 1.958, -2.035], [3.959, -0.386, -1.338], [1.679, -0.445, -3.009], [-2.548, 1.397, 2.341], [-1.836, -1.173, 3.282], [-2.944, -0.809, 0.709], [-0.727, 2.296, 0.568], [0.702, 2.367, 2.522], [-1.006, -3.471, -2.180], [-0.639, -1.765, -2.560], [-1.992, -2.158, -1.472], [1.075, -4.310, -1.542], [2.133, -3.830, -0.181], [2.168, -2.910, -1.700], [-0.867, -4.554, 0.085], [-1.544, -3.313, 1.175], [0.070, -3.992, 1.500], [3.402, 1.887, -2.796], [2.965, 2.587, -1.211], [1.717, 2.399, -2.475], [4.427, -0.323, -2.331], [3.955, -1.427, -0.993], [4.545, 0.215, -0.628], [2.431, -0.203, -3.770], [0.721, 0.007, -3.294], [1.564, -1.531, -2.957], [-3.505, 1.130, 2.811], [-2.758, 2.019, 1.462], [-1.943, 1.981, 3.047], [-2.900, -1.361, 3.489], [-1.389, -0.667, 4.149], [-1.323, -2.133, 3.140], [-3.939, -0.605, 1.131], [-2.839, -1.891, 0.575], [-2.881, -0.332, -0.278], [-2.963, 3.665, -3.043], [-2.368, 4.746, -2.360], [-3.172, 5.744, -1.804], [-4.570, 5.677, -1.917], [-5.162, 4.589, -2.578], [-4.366, 3.596, -3.164], [-1.776, 2.388, -3.833], [-2.282, 1.279, -2.983], [-1.278, 4.796, -2.288], [-2.695, 6.581, -1.293], [-5.193, 6.478, -1.509], [-6.249, 4.525, -2.660], [-4.802, 2.775, -3.742], [2.325, 0.015, 2.630], [2.696, -1.381, 2.747], [1.820, -2.217, 3.432], [1.879, -3.587, 3.156], [2.861, -4.084, 2.295], [3.810, -3.232, 1.727], [3.755, -1.857, 1.979], [1.840, 0.402, 3.451], [3.128, 0.623, 2.441], [1.064, -1.802, 4.113], [1.145, -4.263, 3.600], [2.903, -5.151, 2.076], [4.588, -3.612, 1.068], [4.483, -1.153, 1.559]], "total_charge": 3, "e_homo_ev": [-15.040, -15.041], "largest_force_ha_per_bohr": 0.141}

***

{"formula": "C46H107Br12N3O3", "method": "ωB97M-V/def2-TZVPD", "symbols": ["C", "Br", "Br", "Br", "H", "C", "Br", "Br", "Br", "H", "C", "Br", "Br", "Br", "H", "C", "Br", "Br", "Br", "H", "C", "C", "C", "C", "C", "C", "H", "H", "H", "H", "H", "H", "H", "H", "H", "H", "H", "H", "H", "H", "C", "C", "C", "C", "C", "C", "H", "H", "H", "H", "H", "H", "H", "H", "H", "H", "H", "H", "H", "H", "C", "C", "C", "C", "C", "C", "H", "H", "H", "H", "H", "H", "H", "H", "H", "H", "H", "H", "H", "H", "C", "C", "C", "C", "C", "C", "H", "H", "H", "H", "H", "H", "H", "H", "H", "H", "H", "H", "H", "H", "C", "C", "C", "C", "C", "C", "H", "H", "H", "H", "H", "H", "H", "H", "H", "H", "H", "H", "H", "H", "C", "C", "C", "O", "C", "N", "H", "H", "H", "H", "H", "H", "H", "H", "H", "H", "H", "C", "C", "C", "O", "C", "N", "H", "H", "H", "H", "H", "H", "H", "H", "H", "H", "H", "C", "C", "C", "O", "C", "N", "H", "H", "H", "H", "H", "H", "H", "H", "H", "H", "H"], "coordinates": [[-0.594, 4.102, 0.751], [0.946, 3.203, 1.534], [-0.013, 5.337, -0.676], [-1.513, 5.043, 2.310], [-1.221, 3.314, 0.332], [1.379, -0.370, -3.463], [1.846, -2.026, -4.536], [-0.561, -0.232, -2.955], [1.984, 1.237, -4.416], [2.012, -0.360, -2.575], [-1.912, 2.197, 4.023], [-3.074, 3.592, 3.295], [0.020, 2.474, 3.473], [-2.382, 0.374, 3.458], [-2.022, 2.238, 5.107], [-1.726, -3.430, -2.685], [-0.777, -2.199, -3.948], [-1.412, -2.853, -0.804], [-1.321, -5.328, -2.905], [-2.802, -3.358, -2.840], [-6.355, -3.786, -4.440], [-5.712, -3.132, -3.220], [-4.453, -2.437, -3.625], [-3.922, -1.544, -2.458], [-2.740, -0.682, -2.897], [-2.342, 0.209, -1.749], [-7.327, -4.245, -4.260], [-5.678, -4.543, -4.838], [-6.590, -3.071, -5.228], [-6.420, -2.372, -2.890], [-5.497, -3.871, -2.448], [-4.546, -1.842, -4.534], [-3.663, -3.117, -3.944], [-4.699, -0.961, -1.963], [-3.464, -2.285, -1.804], [-1.823, -1.230, -3.114], [-3.039, -0.124, -3.784], [-1.432, 0.715, -2.070], [-3.130, 0.961, -1.695], [-2.143, -0.147, -0.738], [6.948, -5.387, 0.514], [5.901, -5.028, -0.551], [5.158, -3.687, -0.385], [4.240, -3.541, 0.839], [3.613, -2.164, 1.042], [4.629, -1.144, 1.499], [6.616, -5.231, 1.540], [7.803, -4.713, 0.454], [7.280, -6.421, 0.416], [6.371, -5.059, -1.534], [5.124, -5.792, -0.514], [4.615, -3.510, -1.314], [5.958, -2.950, -0.313], [3.426, -4.243, 0.660], [4.802, -3.689, 1.762], [3.040, -1.809, 0.186], [2.958, -2.394, 1.882], [5.135, -1.540, 2.380], [5.309, -0.910, 0.681], [4.241, -0.168, 1.791], [-2.102, 1.580, 1.165], [-0.771, 0.985, 0.886], [-0.582, 0.452, -0.535], [0.694, -0.351, -0.710], [0.536, -1.870, -0.447], [1.780, -2.524, 0.201], [-2.300, 2.568, 0.751], [-2.299, 1.710, 2.229], [-2.833, 0.842, 0.835], [0.038, 1.643, 1.204], [-0.511, 0.180, 1.574], [-0.658, 1.265, -1.257], [-1.409, -0.177, -0.864], [1.008, -0.173, -1.738], [1.477, 0.114, -0.111], [-0.329, -2.139, 0.160], [0.353, -2.444, -1.354], [2.693, -2.125, -0.239], [1.896, -2.203, 1.237], [1.762, -3.613, 0.249], [0.260, 2.146, -1.969], [1.300, 2.841, -1.079], [2.781, 2.498, -1.359], [3.199, 1.036, -1.114], [4.694, 0.703, -1.565], [4.900, 0.832, -3.043], [0.397, 2.325, -3.035], [-0.742, 2.424, -1.643], [0.357, 1.066, -1.854], [1.262, 3.918, -1.238], [1.053, 2.630, -0.039], [3.402, 3.115, -0.710], [3.060, 2.843, -2.355], [3.033, 0.729, -0.081], [2.493, 0.338, -1.564], [5.331, 1.322, -0.934], [4.888, -0.322, -1.248], [5.919, 0.519, -3.269], [4.339, 0.126, -3.656], [4.843, 1.871, -3.366], [6.249, 2.565, 1.016], [4.785, 2.374, 0.746], [4.148, 1.187, 1.449], [2.612, 1.188, 1.615], [2.038, -0.187, 2.022], [2.404, -0.536, 3.446], [6.805, 1.635, 0.892], [6.339, 3.023, 2.001], [6.722, 3.219, 0.284], [4.367, 3.272, 1.201], [4.468, 2.406, -0.296], [4.479, 1.216, 2.487], [4.498, 0.290, 0.939], [2.352, 1.907, 2.391], [2.223, 1.587, 0.678], [0.964, -0.121, 1.847], [2.375, -0.890, 1.260], [1.958, 0.135, 4.181], [1.935, -1.466, 3.768], [3.475, -0.590, 3.642], [2.454, -3.274, 3.650], [1.008, -3.325, 4.045], [0.134, -2.208, 3.340], [0.600, -0.952, 3.818], [-0.259, 0.091, 3.395], [0.584, -4.660, 3.742], [3.033, -4.083, 4.096], [2.871, -2.302, 3.916], [2.671, -3.294, 2.582], [0.998, -3.232, 5.131], [-0.934, -2.321, 3.525], [0.221, -2.267, 2.255], [0.210, 1.064, 3.540], [-1.145, 0.116, 4.030], [-0.571, 0.052, 2.351], [1.275, -5.134, 4.306], [-0.274, -4.876, 4.229], [-4.234, 1.083, -0.647], [-5.339, 1.443, 0.372], [-4.609, 1.737, 1.731], [-3.912, 0.686, 2.366], [-4.601, -0.544, 2.531], [-5.940, 2.662, -0.128], [-3.525, 0.396, -0.185], [-3.614, 1.959, -0.842], [-4.678, 0.804, -1.603], [-6.020, 0.592, 0.369], [-5.412, 2.071, 2.389], [-3.943, 2.596, 1.658], [-5.651, -0.424, 2.797], [-4.162, -1.205, 3.278], [-4.589, -1.190, 1.653], [-5.083, 3.142, -0.362], [-6.379, 3.108, 0.665], [-2.331, 4.105, -0.210], [-3.866, 4.416, -0.477], [-4.397, 3.604, -1.637], [-4.008, 4.065, -2.887], [-4.623, 3.486, -4.005], [-4.394, 4.068, 0.812], [-2.110, 3.089, 0.117], [-1.873, 4.716, 0.567], [-1.802, 4.250, -1.152], [-4.008, 5.470, -0.715], [-5.475, 3.760, -1.641], [-4.306, 2.519, -1.583], [-4.288, 4.111, -4.833], [-5.710, 3.440, -3.950], [-4.217, 2.484, -4.139], [-3.902, 4.685, 1.442], [-5.327, 4.454, 0.794]], "total_charge": 0, "e_homo_ev": -4.617, "largest_force_ha_per_bohr": 0.313}

***

{"formula": "C5H13N", "method": "ωB97M-V/def2-TZVPD", "symbols": ["C", "C", "N", "C", "C", "C", "H", "H", "H", "H", "H", "H", "H", "H", "H", "H", "H", "H", "H"], "coordinates": [[-2.706, -0.200, -0.258], [-1.410, 0.316, 0.414], [-0.273, -0.375, -0.231], [1.003, -0.007, 0.341], [1.443, 1.351, -0.255], [1.988, -1.089, -0.066], [-2.666, -0.084, -1.348], [-3.598, 0.305, 0.135], [-2.836, -1.320, -0.113], [-1.269, 1.401, 0.213], [-1.465, 0.201, 1.532], [-0.436, -1.386, -0.072], [0.929, 0.034, 1.441], [1.320, 1.298, -1.344], [2.475, 1.566, 0.023], [0.772, 2.165, 0.093], [3.029, -0.878, 0.279], [1.709, -2.072, 0.378], [1.990, -1.226, -1.164]], "total_charge": 0, "e_homo_ev": -9.010, "largest_force_ha_per_bohr": 0.033, "smiles": "CCNC(C)C"}

***

{"formula": "N2", "method": "ωB97M-V/def2-TZVPD", "symbols": ["N", "N"], "coordinates": [[-0.287, 0.816, 0.212], [0.287, -0.816, -0.212]], "total_charge": -1, "e_homo_ev": [-1.778, -2.006], "largest_force_ha_per_bohr": 0.209, "spin_multiplicity": 2}

***

{"formula": "C13H28N3O2", "method": "ωB97M-V/def2-TZVPD", "symbols": ["C", "O", "C", "C", "C", "C", "C", "C", "C", "C", "C", "N", "C", "O", "C", "N", "C", "N", "H", "H", "H", "H", "H", "H", "H", "H", "H", "H", "H", "H", "H", "H", "H", "H", "H", "H", "H", "H", "H", "H", "H", "H", "H", "H", "H", "H"], "coordinates": [[-0.309, 3.937, 2.155], [-1.355, 2.889, 1.913], [-1.550, 2.061, 3.115], [-1.113, 0.483, 2.786], [0.518, 0.428, 2.637], [1.144, -1.066, 2.382], [0.239, -2.043, 1.421], [1.145, -2.777, 0.225], [0.211, -3.423, -0.978], [0.349, -2.564, -2.407], [-0.779, -1.379, -2.323], [-0.502, -0.159, -3.171], [-1.531, 0.878, -2.671], [-0.917, 2.025, -1.985], [0.006, 1.615, -0.916], [1.281, 0.985, -1.514], [0.833, 0.483, -2.871], [1.691, 0.663, -3.963], [0.764, 3.491, 1.922], [-0.532, 4.771, 1.332], [-0.399, 4.389, 3.243], [-1.026, 2.466, 4.082], [-2.714, 2.033, 3.345], [-1.565, -0.286, 3.550], [-1.622, 0.252, 1.731], [0.927, 1.208, 1.839], [0.960, 0.802, 3.680], [1.348, -1.542, 3.442], [2.209, -0.899, 1.869], [-0.644, -1.500, 0.879], [-0.265, -2.893, 2.090], [1.947, -2.011, -0.188], [1.705, -3.707, 0.720], [0.501, -4.543, -1.172], [-0.920, -3.291, -0.630], [1.460, -2.200, -2.441], [0.210, -3.305, -3.324], [-1.794, -1.855, -2.729], [-0.982, -1.035, -1.224], [-2.030, 1.307, -3.665], [-2.410, 0.389, -2.063], [-0.427, 0.797, -0.182], [0.341, 2.518, -0.211], [1.576, 0.148, -0.962], [1.368, 0.370, -4.933], [2.651, 1.087, -3.833]], "total_charge": 1, "e_homo_ev": -12.091, "largest_force_ha_per_bohr": 0.076, "smiles": "COCCCCCCCCCN1COCNC1=[NH2+]"}

***

{"formula": "C49H47BrN9O5Se2Zr", "method": "ωB97M-V/def2-TZVPD", "symbols": ["Zr", "Se", "Se", "C", "C", "C", "C", "C", "N", "C", "C", "C", "C", "C", "N", "H", "H", "H", "H", "H", "H", "H", "H", "C", "O", "C", "C", "C", "C", "C", "C", "N", "N", "C", "C", "C", "C", "O", "C", "N", "C", "C", "C", "C", "H", "H", "H", "H", "H", "H", "H", "H", "H", "H", "H", "H", "Br", "C", "C", "N", "C", "C", "C", "C", "O", "O", "H", "H", "H", "N", "C", "N", "C", "C", "O", "C", "C", "H", "H", "H", "H", "H", "H", "H", "H", "C", "C", "C", "C", "C", "C", "H", "H", "H", "H", "H", "H", "H", "H", "H", "C", "C", "C", "C", "N", "C", "C", "H", "H", "H", "H", "H", "H", "H"], "coordinates": [[0.776, 0.915, 0.067], [1.601, 2.123, 2.978], [0.869, 3.617, 1.272], [-0.919, 2.948, 1.412], [-1.879, 3.797, 1.800], [-3.212, 3.236, 1.961], [-3.433, 1.956, 1.688], [-2.363, 1.020, 1.146], [-0.994, 1.618, 1.133], [3.500, 2.489, 2.925], [4.179, 2.467, 4.136], [5.554, 2.633, 4.114], [6.188, 2.828, 2.900], [5.409, 2.866, 1.754], [4.086, 2.706, 1.762], [-1.655, 4.829, 2.017], [-4.010, 3.862, 2.343], [-4.409, 1.508, 1.831], [-2.655, 0.754, 0.127], [3.642, 2.321, 5.065], [6.120, 2.616, 5.036], [7.260, 2.957, 2.840], [5.864, 3.014, 0.779], [-7.410, -3.718, 1.037], [-6.717, -2.495, 0.820], [-6.280, -2.242, -0.433], [-5.661, -1.004, -0.630], [-5.168, -0.658, -1.869], [-5.292, -1.547, -2.942], [-5.965, -2.741, -2.754], [-6.447, -3.110, -1.504], [-4.880, -1.318, -4.302], [-3.927, -0.597, -4.630], [-3.015, 0.021, -3.700], [-2.726, 1.339, -3.911], [-1.771, 2.027, -3.137], [-1.049, 1.378, -2.176], [-0.098, 1.956, -1.443], [-1.340, 0.009, -1.937], [-0.662, -0.584, -0.896], [-0.934, -1.831, -0.591], [-1.792, -2.625, -1.367], [-2.438, -2.068, -2.432], [-2.289, -0.687, -2.703], [-7.657, -3.743, 2.092], [-6.783, -4.576, 0.790], [-8.330, -3.758, 0.451], [-5.594, -0.325, 0.210], [-4.735, 0.324, -2.017], [-6.110, -3.388, -3.612], [-6.975, -4.046, -1.392], [-3.266, 1.859, -4.695], [-1.586, 3.081, -3.310], [-0.452, -2.226, 0.292], [-1.936, -3.665, -1.105], [-3.074, -2.675, -3.064], [1.829, -5.367, 4.281], [2.644, -3.773, 3.704], [3.922, -3.440, 4.140], [4.549, -2.326, 3.757], [3.914, -1.510, 2.919], [2.631, -1.765, 2.451], [1.979, -2.922, 2.851], [1.961, -0.798, 1.565], [0.689, -0.697, 1.543], [2.643, -0.038, 0.819], [4.457, -4.097, 4.817], [4.439, -0.612, 2.607], [0.981, -3.147, 2.497], [2.457, 2.174, -1.111], [2.679, 3.239, -1.495], [2.905, 4.475, -1.881], [4.183, 5.134, -1.546], [5.139, 4.939, -2.705], [4.576, 5.448, -3.903], [3.362, 4.804, -4.254], [2.325, 4.949, -3.155], [4.570, 4.727, -0.614], [3.971, 6.195, -1.413], [5.360, 3.868, -2.819], [6.070, 5.475, -2.537], [3.545, 3.738, -4.448], [3.012, 5.273, -5.171], [1.425, 4.376, -3.375], [2.057, 5.996, -3.022], [-2.306, -3.617, 2.776], [-2.537, -2.336, 3.591], [-1.448, -2.176, 4.662], [-3.912, -2.388, 4.264], [-2.485, -1.167, 2.684], [-2.386, -0.212, 1.962], [-2.339, -4.491, 3.430], [-1.327, -3.596, 2.286], [-3.073, -3.724, 2.005], [-1.368, -3.086, 5.262], [-1.687, -1.341, 5.324], [-0.484, -1.967, 4.203], [-3.954, -3.226, 4.967], [-4.696, -2.512, 3.518], [-4.104, -1.465, 4.812], [4.702, -2.537, -4.319], [3.684, -1.838, -3.462], [3.180, -0.588, -3.801], [2.263, 0.029, -2.977], [1.815, -0.509, -1.840], [2.266, -1.731, -1.538], [3.178, -2.423, -2.305], [5.389, -1.824, -4.773], [4.205, -3.077, -5.128], [5.276, -3.259, -3.740], [3.506, -0.090, -4.707], [1.846, 0.992, -3.241], [1.872, -2.189, -0.639], [3.493, -3.414, -2.001]], "total_charge": 1, "e_homo_ev": -9.188, "largest_force_ha_per_bohr": 0.020}

***

{"formula": "C5H10O", "method": "ωB97M-V/def2-TZVPD", "symbols": ["C", "O", "C", "C", "C", "C", "H", "H", "H", "H", "H", "H", "H", "H", "H", "H"], "coordinates": [[-1.558, -1.234, -0.402], [-0.844, -0.666, 0.673], [0.254, 0.119, 0.285], [1.506, -0.712, 0.039], [-0.072, 1.371, -0.482], [0.290, 1.439, 0.983], [-2.056, -2.134, -0.028], [-2.317, -0.539, -0.787], [-0.902, -1.515, -1.238], [1.955, -0.549, -0.947], [2.268, -0.544, 0.809], [1.203, -1.761, 0.111], [0.644, 1.742, -1.211], [-1.112, 1.518, -0.760], [-0.512, 1.602, 1.697], [1.252, 1.865, 1.259]], "total_charge": 0, "e_homo_ev": -9.653, "largest_force_ha_per_bohr": 0.006, "smiles": "COC1(C)CC1"}